Entry 1:
A 9-piece molecular cluster, C42H49F5O8 overall in a non-equilibrium geometry. Source: the Open Molecules 2025 dataset; level of theory: ωB97M-V with the def2-TZVPD basis set.

Calculated values
Kohn-Sham gap: 9.622 eV
electronic energy: -2730.99207 Eh
SMILES string: COC(=O)OC.COC(=O)OC.Fc1ccccc1.Fc1ccccc1.Fc1ccccc1.Fc1ccccc1.Fc1ccccc1.CC(C)=O.CC(C)=O
LUMO level: 0.580 eV

Structure (XYZ):
```
104
Properties=species:S:1:pos:R:3:forces:R:3
C 0.350531 -0.177361 4.130651 -0.8862 -0.9711 -0.6895
O -0.198273 -1.529770 4.004178 0.1313 1.4429 -0.3349
C -0.388680 -1.924645 2.747514 -0.6723 -1.9582 0.9308
O -0.086085 -1.420886 1.705131 0.0455 0.4920 0.0200
O -1.009518 -3.131898 2.894440 0.1547 0.2699 -0.2389
C -1.229508 -3.898886 1.732553 0.6686 0.1071 -2.5804
H -0.295439 0.501506 3.594809 -0.4652 0.3528 0.1212
H 1.264674 -0.161661 3.573097 0.8268 0.0866 0.2695
H 0.392998 0.033608 5.192822 0.2808 -0.0270 -0.1594
H -1.927828 -3.413569 1.001664 -0.0191 -0.3656 1.0145
H -1.537126 -4.923928 1.990867 -0.0476 0.6943 0.1956
H -0.324110 -3.973755 1.053697 -0.4672 0.0206 1.1594
C -1.230690 0.512568 -1.312950 -1.4141 -0.7764 -0.8096
O -2.308357 -0.451608 -1.759679 2.0190 0.5435 -0.5637
C -3.382946 -0.478298 -1.013627 0.0836 -0.1113 -0.9391
O -3.597147 0.214464 -0.081696 -0.4894 0.9513 1.8670
O -4.244496 -1.381346 -1.515047 0.4627 -0.5603 -0.2169
C -5.375269 -1.626296 -0.710300 -0.4602 -1.2152 1.1029
H -0.935685 0.204344 -0.343276 -0.1427 0.0478 1.1920
H -1.646325 1.514923 -1.367416 0.1591 -0.0791 0.1181
H -0.340680 0.387276 -1.924825 -0.5296 -0.1754 -0.6275
H -5.145362 -2.084605 0.280679 0.3770 0.2423 -0.7117
H -6.026798 -2.354411 -1.220466 0.3174 0.6205 -0.1048
H -5.857137 -0.707341 -0.465112 -0.6510 0.6470 -0.1219
F 2.071514 0.963000 6.571005 -0.6667 -0.3135 0.9084
C 2.452627 2.053976 5.921571 0.5867 1.8034 -0.8257
C 3.131211 1.823675 4.739244 -0.2120 -1.1610 -1.0559
C 3.677826 2.805917 3.953065 -0.6920 2.4226 0.6374
C 3.479438 4.152833 4.344564 0.2616 -1.2079 -0.6259
C 2.726856 4.362423 5.496881 0.2641 1.3225 0.2153
C 2.204636 3.376871 6.329965 0.4963 -1.5632 -0.6602
H 3.077243 0.837006 4.297757 0.4137 -0.1660 0.5665
H 4.152998 2.692026 2.997973 0.1805 -0.8031 -0.1576
H 3.889984 4.908607 3.631815 -0.6019 -0.2547 1.2244
H 2.558314 5.375891 5.838395 -0.0398 0.1683 -0.1505
H 1.645489 3.623518 7.219051 0.0205 -0.0261 0.0648
F -0.295107 -6.205630 -4.397121 0.0576 0.3637 0.3274
C -0.330262 -5.103266 -3.594884 -0.6246 -0.8421 -0.2912
C 0.777667 -4.756515 -2.874403 0.9012 -0.9516 -1.0228
C 0.756553 -3.639730 -2.105476 1.3013 0.0375 1.2255
C -0.346280 -2.892156 -1.960029 -2.6467 0.7747 -0.8171
C -1.487657 -3.238957 -2.700714 -1.8689 -0.7839 0.8700
C -1.522664 -4.422009 -3.456011 1.8124 1.6658 0.5957
H 1.690019 -5.323372 -2.938438 0.0672 -0.3051 -0.1705
H 1.594556 -3.391043 -1.491298 0.6913 0.0829 0.1242
H -0.391644 -2.083676 -1.266127 0.0796 0.4995 0.2606
H -2.512122 -2.791595 -2.519985 1.6598 -0.0509 -0.2773
H -2.392329 -4.696346 -3.955046 -1.2973 -0.6196 -0.8150
F 4.485223 -0.706923 3.601395 0.2748 0.4772 -0.1011
C 3.588512 -1.710033 3.582490 0.9672 0.0098 0.0959
C 3.424031 -2.399980 2.430711 0.0393 -0.5621 -1.5049
C 2.562156 -3.494003 2.434770 -0.9437 -0.8311 1.4592
C 1.947606 -3.950637 3.620849 0.8569 2.4612 0.4513
C 2.136318 -3.123904 4.790995 0.1903 -2.1281 -2.2086
C 2.989707 -2.057636 4.755828 -0.6092 1.1595 2.1361
H 3.996296 -2.119425 1.538512 -0.4878 -0.0173 0.3170
H 2.266718 -4.049355 1.569232 0.4911 -0.0276 -0.7590
H 1.286268 -4.807139 3.597285 0.0557 0.0996 0.1779
H 1.692359 -3.410064 5.698678 -0.6516 -0.2143 1.0337
H 3.096858 -1.421789 5.678638 0.1549 -0.7200 -1.1396
F 2.852391 1.887152 -5.948773 1.2685 1.4470 -0.5026
C 1.774696 1.264564 -5.546957 -1.3719 -0.7738 0.4348
C 0.595220 1.930618 -5.242819 -0.7023 0.0727 -1.1246
C -0.547466 1.179837 -4.895224 0.4886 -0.1740 0.9632
C -0.437693 -0.215920 -4.686079 1.4870 1.9226 -1.1713
C 0.791845 -0.797262 -4.967510 -0.0467 -0.8126 0.5453
C 1.880379 -0.097091 -5.419440 0.6507 -0.0430 0.6168
H 0.488191 2.992828 -5.511228 0.1980 -0.4740 0.5237
H -1.449183 1.738844 -4.613722 0.2114 -0.4832 -0.3516
H -1.207173 -0.838826 -4.360467 -1.3435 -0.5786 0.6089
H 0.993753 -1.830396 -4.722310 -0.4374 -0.2892 -0.1041
H 2.865119 -0.569591 -5.471868 -0.3870 0.1359 -0.3485
F -1.946662 3.471890 -0.137362 -0.0371 0.3043 -0.4014
C -1.174637 4.092275 0.773235 -0.2678 -1.4063 0.4856
C -0.403422 5.142628 0.455665 0.9459 2.4501 -0.7995
C 0.382805 5.804619 1.425447 -0.9235 -2.0768 0.0903
C 0.390898 5.273841 2.715967 -0.1588 -0.5396 -0.4948
C -0.394434 4.141036 3.055610 -0.1361 1.0162 -2.1131
C -1.159524 3.543873 2.024300 -0.5242 -0.6453 2.4974
H -0.464436 5.529132 -0.554610 0.1280 -0.0026 -0.0521
H 1.023826 6.613370 1.153195 0.1656 0.4394 -0.1218
H 1.104888 5.700433 3.390299 -0.0866 0.1409 0.6792
H -0.472317 3.829418 4.073237 0.1641 -0.4482 0.3997
H -1.848350 2.689414 2.232524 0.7526 0.7519 -0.1776
C 3.541659 0.837340 -1.975801 0.9701 0.7503 -0.2861
C 2.933921 0.082991 -0.842036 0.7729 -0.2566 -0.4775
C 1.867020 0.688467 -0.029823 -1.3300 0.4971 -0.2534
O 3.275144 -1.049961 -0.639685 0.4337 -1.2973 0.3248
H 4.323979 0.300342 -2.508242 -0.3458 -0.5792 0.0481
H 4.087526 1.713210 -1.626831 -0.2830 0.3652 0.3665
H 2.809535 1.200343 -2.680036 -0.4290 0.0872 -0.2314
H 1.560524 1.622888 -0.524741 -0.3338 -0.2393 0.3739
H 2.131096 0.916904 1.003122 0.2463 -0.1732 -0.0560
H 1.059875 -0.079603 -0.017167 0.4657 0.8078 0.2349
C -6.047520 1.524443 -4.129269 1.5697 0.9465 0.6355
C -4.601784 0.979325 -4.078216 -0.6702 -0.9839 -0.8928
C -4.281725 -0.436255 -4.593846 -1.5056 0.6082 -0.1762
O -3.683737 1.623090 -3.670737 0.7263 1.1371 0.6702
H -6.518154 1.094952 -4.984759 -0.7271 -0.1735 -0.4326
H -5.997966 2.641558 -4.179269 -0.0249 -0.9665 -0.1414
H -6.559815 1.296582 -3.191911 -0.0899 -0.3107 -0.1752
H -3.548427 -0.435066 -5.374519 0.4103 0.4473 -0.5767
H -5.168205 -0.962648 -4.964567 0.1626 -0.0353 0.2355
H -3.823326 -0.944572 -3.781622 0.1803 -0.6430 0.7272
```
Forces are in eV/Å.


Entry 2:
A single C3H4N2O molecule in a non-equilibrium geometry. Source: the Open Molecules 2025 dataset; level of theory: ωB97M-V with the def2-TZVPD basis set.

Calculated values
ΔE to the lowest compared entry with this formula, charge and spin: 21.9 kJ/mol
Kohn-Sham gap: 11.249 eV
electronic energy: -301.47891 Eh
SMILES string: N#CCC(N)=O
LUMO level: 0.673 eV

Structure (XYZ):
```
10
Properties=species:S:1:pos:R:3:forces:R:3
N 1.607452 -0.017239 -2.001836 -0.2199 -0.3278 1.0673
C 1.263450 -0.336392 -0.944467 0.3306 0.3090 -0.9854
C 0.695629 -0.666350 0.362026 -0.0047 -0.1225 0.0404
C -0.775378 -0.220625 0.397924 -0.1603 -0.0443 0.0468
N -0.960948 1.106990 0.153423 -0.1049 -0.0233 -0.1155
O -1.668028 -0.998185 0.651388 0.2693 0.2421 0.0144
H 1.265272 -0.169368 1.155504 -0.0906 -0.0308 -0.1523
H 0.724414 -1.742775 0.537827 -0.0052 0.1260 -0.0724
H -1.913876 1.398057 -0.009655 0.0987 -0.0052 0.0713
H -0.237991 1.645889 -0.302136 -0.1130 -0.1232 0.0854
```
Forces are in eV/Å.


Entry 3:
A single CH5NO2S2 molecule in a non-equilibrium geometry. Source: the Open Molecules 2025 dataset; level of theory: ωB97M-V with the def2-TZVPD basis set.

Calculated values
ΔE to the lowest compared entry with this formula, charge and spin: 410.1 kJ/mol
Kohn-Sham gap: 9.990 eV
electronic energy: -1042.58135 Eh
LUMO level: 0.474 eV

Structure (XYZ):
```
11
Properties=species:S:1:pos:R:3:forces:R:3
C 1.880266 -0.389206 0.264961 -1.5684 -0.6472 -1.6384
N -2.959357 0.328122 0.093081 -1.1540 1.4394 0.5654
O 1.396738 1.359865 -1.633966 -0.1998 -0.1543 -1.0377
O -0.624562 -0.154491 -0.712953 1.9304 -0.2489 -1.0116
S -1.805833 -0.553045 0.437728 1.7599 1.2820 0.1052
S 0.749008 0.883939 -0.436688 -0.7689 -0.7902 1.7898
H 2.337742 0.120281 1.046894 1.0991 0.7411 1.4404
H 1.230076 -1.178415 0.638523 0.2306 -0.0981 0.1044
H 2.595225 -0.774624 -0.470338 -0.2897 0.2511 0.0606
H -3.652708 0.029594 -0.554194 -0.4398 -0.8093 -0.2996
H -1.146597 0.327981 1.326951 -0.5993 -0.9655 -0.0786
```
Forces are in eV/Å.


Entry 4:
C58H45BrIN8O7SSeY as an isolated structure in a non-equilibrium geometry. Source: the Open Molecules 2025 dataset; level of theory: ωB97M-V with the def2-TZVPD basis set.

Calculated values
ΔE to the lowest compared entry with this formula, charge and spin: 363.8 kJ/mol
Kohn-Sham gap: 3.706 eV
electronic energy: -8911.75223 Eh
LUMO level: 3.233 eV
charge: -2

Structure (XYZ):
```
123
Properties=species:S:1:pos:R:3:forces:R:3
Y -0.661728 1.040907 -1.021597 -0.4361 0.4856 -0.7032
C -2.083350 1.071989 3.521499 -0.0079 0.2014 0.1340
C -0.665964 1.534900 3.344259 0.0648 -0.1447 0.1668
N 0.098048 1.659838 4.416202 0.0645 0.0162 -0.1165
C 1.365403 2.072609 4.249292 -0.1666 -0.0851 -0.0015
C 1.890099 2.443916 3.032042 0.0850 0.0313 0.0130
C 3.305457 2.948013 2.974518 0.0066 0.0741 0.0442
O 3.411197 4.365203 3.179494 0.0105 -0.0394 -0.0545
C 1.082735 2.339835 1.882575 0.1725 0.1545 -0.2019
C 1.554184 2.969558 0.638373 -0.0118 0.0070 0.1625
N 1.163235 2.858936 -0.574513 0.0027 -0.0939 -0.2021
C 1.767263 3.787604 -1.530921 -0.1106 -0.0338 0.0305
C 2.854155 4.589088 -1.161009 -0.0137 0.0270 0.0332
C 3.303843 5.641317 -1.938781 -0.0417 -0.0314 -0.0359
C 2.658730 5.923062 -3.129734 -0.0037 -0.0158 0.0407
C 1.679507 5.052964 -3.571987 0.0620 0.0293 -0.0944
C 1.259169 3.946555 -2.840629 -0.0907 -0.0755 0.0261
I -2.233828 3.620491 -1.531886 -0.3014 0.4797 -0.1630
C -0.195729 1.798929 2.025791 -0.3647 0.1195 -0.1358
O -0.984900 1.598985 1.016827 0.1481 -0.0390 0.1555
H -2.131889 0.312585 4.299978 -0.0005 0.0003 0.0990
H -2.724472 1.907730 3.820884 0.0223 0.0038 0.0189
H -2.468792 0.660740 2.594219 0.0245 0.1733 0.1154
H 1.982073 2.113461 5.142111 0.0105 0.0135 -0.0008
H 3.884284 2.493965 3.778557 0.0071 -0.0062 0.0169
H 3.779207 2.666758 2.030441 0.0302 -0.0059 -0.0114
H 2.667731 4.784681 2.733919 -0.0162 -0.0087 0.0310
H 2.319498 3.704891 0.854762 0.0129 0.0012 0.0615
H 3.401592 4.399553 -0.249333 -0.0022 0.0389 0.0004
H 4.155047 6.223847 -1.607722 -0.0149 0.0183 0.0162
H 2.952723 6.767803 -3.741224 0.0226 -0.0209 0.0008
H 1.241116 5.182696 -4.553362 -0.0121 -0.0604 0.0013
Br -3.869747 2.118769 8.268574 -0.0031 0.0105 0.0176
C -2.796675 0.611005 7.841043 0.0636 -0.0020 -0.0311
C -3.304006 -0.661077 8.042705 0.0077 -0.0838 0.0009
C -2.509028 -1.754995 7.741135 -0.1924 -0.0893 -0.0374
C -1.238737 -1.589916 7.202022 -0.1184 -0.1782 -0.4047
C -0.754668 -0.300572 6.993739 0.1687 -0.0859 -0.0375
C -1.524703 0.800972 7.329808 -0.0316 0.0259 -0.0288
N -0.419195 -2.767353 7.117239 0.4972 0.5298 0.1660
N 0.485048 -2.936993 6.276447 -0.6548 -0.5874 -0.2212
C 0.589877 -2.304309 5.008003 0.1641 0.4440 0.0223
C 1.884579 -1.973756 4.658072 -0.0283 0.0907 0.2040
C 2.206313 -1.383989 3.447979 -0.0667 0.0094 -0.0880
C 1.246699 -1.167655 2.458144 -0.0252 -0.3227 0.3522
O 1.674401 -0.663290 1.342983 -0.1272 0.3432 -0.2524
C -0.123898 -1.530883 2.772375 0.2275 0.0444 -0.0724
N -1.065974 -1.287703 1.832748 0.0464 -0.2243 -0.1074
C -2.299130 -1.653690 2.047221 0.0537 -0.2714 -0.0568
C -2.692917 -2.359416 3.201818 -0.0012 -0.0527 -0.0478
C -1.765531 -2.595566 4.173851 -0.0043 0.0510 0.0689
C -0.439127 -2.120154 4.029941 -0.0335 -0.1148 0.2168
H -4.298216 -0.794860 8.446554 -0.0016 -0.0061 -0.0163
H -2.871738 -2.761438 7.915616 0.0129 0.0310 0.0432
H 0.228235 -0.139820 6.574588 -0.0022 -0.0113 -0.0621
H -1.131737 1.795399 7.168501 -0.0337 -0.0270 -0.0756
H 2.659591 -2.153958 5.395685 0.0168 -0.0638 -0.0603
H 3.227670 -1.112518 3.216255 0.0053 -0.0157 -0.0091
H -3.020198 -1.406505 1.271451 -0.0009 -0.0156 0.0436
H -3.712557 -2.707683 3.308035 0.0091 -0.0148 -0.0220
H -2.039231 -3.174180 5.044194 0.0047 0.0700 0.1724
O -1.344274 -1.404634 -4.722173 0.0266 -0.1020 -0.0974
S -1.014131 -1.490161 -3.322808 0.1727 0.1236 0.0943
O 0.335516 -1.124793 -2.931546 -0.3088 0.0941 0.0637
N -1.944414 -0.623788 -2.372243 -0.2408 0.0219 0.0635
C -3.320912 -0.809761 -2.399432 0.1521 0.0399 0.0688
C -4.045921 -1.598380 -3.270616 0.0016 0.0222 -0.0539
C -5.452319 -1.673013 -3.189399 0.0565 -0.0276 -0.0121
C -6.156361 -0.976021 -2.252965 0.0111 0.0306 0.0162
C -5.450309 -0.174834 -1.322759 -0.0294 -0.0266 0.0178
C -6.089558 0.573121 -0.309758 -0.0413 -0.0225 -0.0242
C -5.345450 1.313975 0.558836 0.0363 -0.0155 0.0406
C -3.943546 1.313061 0.421304 -0.0236 0.0319 0.0878
N -3.317887 0.623823 -0.496812 0.2511 -0.0573 -0.0821
C -4.043908 -0.107558 -1.382048 0.0062 0.0534 0.0827
C -1.220686 -3.191405 -2.857343 -0.0181 -0.0813 0.0301
C -1.374198 -4.150784 -3.845853 0.0133 -0.0326 0.0477
C -1.439632 -5.490147 -3.485632 0.0266 -0.0144 0.0234
C -1.356810 -5.854149 -2.148382 -0.0105 0.0210 -0.0011
C -1.208011 -4.881984 -1.165635 -0.0119 -0.0145 -0.0288
C -1.136436 -3.542600 -1.515117 -0.1084 0.0026 -0.0229
H -3.538909 -2.138435 -4.055998 -0.0150 0.0298 -0.0272
H -5.978323 -2.289706 -3.908977 0.0177 -0.0104 0.0027
H -7.238257 -1.018004 -2.209924 0.0047 -0.0022 0.0159
H -7.172468 0.552043 -0.244757 0.0132 -0.0127 0.0088
H -5.804434 1.901539 1.342888 0.0125 0.0143 -0.0192
H -3.318062 1.911049 1.071126 -0.0020 -0.0018 -0.0218
H -1.432742 -3.836146 -4.879984 0.0137 -0.0078 0.0207
H -1.541152 -6.250394 -4.250393 -0.0303 0.0034 -0.0007
H -1.408641 -6.900252 -1.869857 0.0163 0.0073 -0.0029
H -1.133063 -5.165759 -0.123052 -0.0118 0.0003 -0.0063
H -0.996336 -2.775638 -0.761197 0.0266 -0.0200 -0.0282
C 5.341425 -1.801285 -0.905080 -0.0069 0.0025 -0.1653
O 5.410110 -1.609604 -2.312987 0.1078 -0.0105 0.1778
C 4.296538 -2.029578 -3.026812 -0.0598 -0.0897 -0.0853
C 3.871224 -3.342386 -3.008571 -0.0102 0.0075 0.0150
C 2.808984 -3.751257 -3.810375 -0.0092 0.0818 -0.0554
C 2.198147 -2.815611 -4.635390 0.1309 -0.0192 0.0106
C 2.626179 -1.497449 -4.664479 0.0752 -0.0264 0.0188
C 3.684025 -1.070851 -3.854604 0.0073 -0.0985 -0.1362
N 4.190728 0.202580 -3.860057 -0.0965 0.3102 0.1337
C 3.804469 1.255692 -4.717232 -0.2247 0.0063 0.0769
C 2.544433 1.802310 -4.846510 0.3751 -0.0554 0.1013
C 2.126388 2.534325 -5.989867 -0.1947 0.1517 -0.0626
C 0.836869 3.119489 -6.063900 0.2099 -0.1660 0.0587
C 0.002202 3.259768 -5.002242 -0.0390 0.1937 0.0393
C 0.510955 2.854151 -3.655552 0.2348 0.0392 -0.1018
C 1.589827 1.772536 -3.701527 -0.0543 0.0906 0.1801
O 1.679406 1.082306 -2.696536 -0.0336 -0.2414 -0.3041
H 5.289230 -2.862596 -0.646510 -0.0229 0.0110 0.0109
H 4.477763 -1.286004 -0.486847 -0.1472 0.0169 0.0436
H 6.258305 -1.383103 -0.489406 -0.0029 0.0016 -0.0147
H 4.380163 -4.053902 -2.368442 0.0014 0.0075 0.0093
H 2.473470 -4.780581 -3.784871 -0.0453 0.0145 0.0150
H 1.355785 -3.102681 -5.254900 0.0019 0.0028 0.0115
H 2.115664 -0.773254 -5.285586 0.0252 -0.0221 0.0164
H 4.990212 0.321840 -3.262339 0.0088 0.0509 -0.0157
H 4.573314 1.601525 -5.408579 -0.0614 -0.1214 -0.1026
H 2.763090 2.519581 -6.866318 -0.0509 -0.0559 -0.0166
H 0.497478 3.458626 -7.040657 -0.0050 0.0205 0.0037
H -0.993223 3.677465 -5.076490 0.0237 -0.0081 0.0058
H -0.321003 2.426908 -3.101612 -0.0734 0.0957 0.1929
Se 1.098482 -0.956474 -0.484947 0.8249 -0.9346 0.5591
```
Forces are in eV/Å.